{
  "formula": "C48H87F9O33",
  "method": "ωB97M-V/def2-TZVPD",
  "symbols": ["C", "C", "O", "C", "O", "C", "F", "F", "F", "H", "H", "H", "H", "H", "C", "C", "O", "C", "O", "C", "F", "F", "F", "H", "H", "H", "H", "H", "C", "C", "O", "C", "O", "C", "F", "F", "F", "H", "H", "H", "H", "H", "C", "C", "O", "C", "O", "O", "C", "H", "H", "H", "H", "H", "H", "H", "H", "C", "C", "O", "C", "O", "O", "C", "H", "H", "H", "H", "H", "H", "H", "H", "C", "C", "O", "C", "O", "O", "C", "H", "H", "H", "H", "H", "H", "H", "H", "C", "C", "O", "C", "O", "O", "C", "H", "H", "H", "H", "H", "H", "H", "H", "C", "C", "O", "C", "O", "O", "C", "H", "H", "H", "H", "H", "H", "H", "H", "C", "C", "O", "C", "O", "O", "C", "H", "H", "H", "H", "H", "H", "H", "H", "C", "C", "O", "C", "O", "O", "C", "H", "H", "H", "H", "H", "H", "H", "H", "C", "C", "O", "C", "O", "O", "C", "H", "H", "H", "H", "H", "H", "H", "H", "C", "C", "O", "C", "O", "O", "C", "H", "H", "H", "H", "H", "H", "H", "H"],
  "coordinates": [[0.559, 2.285, -5.548], [-0.921, 2.090, -5.318], [-1.084, 0.905, -4.514], [-2.312, 0.614, -4.129], [-3.309, 1.209, -4.414], [-2.336, -0.712, -3.341], [-1.761, -1.706, -4.022], [-1.645, -0.556, -2.187], [-3.585, -1.026, -3.037], [1.092, 2.600, -4.653], [0.707, 2.988, -6.364], [0.974, 1.315, -5.836], [-1.423, 1.902, -6.270], [-1.419, 2.947, -4.867], [2.635, 5.074, -2.276], [2.744, 3.563, -2.278], [3.429, 3.029, -3.416], [4.743, 2.939, -3.358], [5.450, 3.282, -2.460], [5.312, 2.276, -4.633], [4.363, 1.957, -5.513], [6.167, 3.111, -5.234], [5.972, 1.160, -4.308], [2.122, 5.388, -3.181], [3.651, 5.475, -2.254], [2.105, 5.379, -1.376], [1.753, 3.109, -2.251], [3.223, 3.165, -1.382], [3.623, -4.291, -1.853], [4.597, -4.266, -0.692], [5.294, -3.001, -0.666], [4.704, -1.979, -0.109], [3.583, -1.920, 0.304], [5.657, -0.757, -0.043], [6.694, -0.866, -0.863], [4.993, 0.361, -0.295], [6.126, -0.697, 1.223], [4.070, -4.300, -2.847], [2.995, -3.396, -1.845], [2.946, -5.140, -1.755], [5.320, -5.061, -0.835], [4.050, -4.324, 0.246], [-4.513, 1.831, 0.644], [-5.387, 0.641, 1.003], [-5.132, -0.361, 0.000], [-6.003, -1.348, -0.163], [-7.036, -1.519, 0.429], [-5.510, -2.112, -1.134], [-6.277, -3.217, -1.576], [-4.790, 2.631, 1.332], [-4.716, 2.235, -0.347], [-3.473, 1.513, 0.725], [-6.445, 0.910, 0.989], [-5.136, 0.223, 1.978], [-6.939, -2.906, -2.386], [-6.889, -3.596, -0.761], [-5.598, -3.974, -1.955], [-5.135, 3.619, 3.980], [-4.582, 2.822, 5.141], [-4.127, 1.528, 4.784], [-2.940, 1.419, 4.183], [-2.246, 2.318, 3.801], [-2.683, 0.116, 4.067], [-1.338, -0.220, 3.758], [-5.575, 4.570, 4.283], [-5.953, 3.126, 3.448], [-4.337, 3.804, 3.258], [-5.398, 2.707, 5.857], [-3.799, 3.369, 5.667], [-1.316, -1.285, 3.527], [-0.659, -0.065, 4.596], [-1.010, 0.311, 2.864], [-8.514, -4.710, 2.745], [-7.102, -4.273, 2.448], [-6.207, -5.152, 3.152], [-4.925, -4.876, 3.006], [-4.487, -3.953, 2.358], [-4.212, -5.690, 3.772], [-2.806, -5.468, 3.762], [-9.192, -3.973, 2.319], [-8.620, -4.734, 3.830], [-8.729, -5.697, 2.342], [-6.933, -3.239, 2.746], [-6.845, -4.351, 1.391], [-2.383, -5.452, 2.756], [-2.346, -6.274, 4.323], [-2.592, -4.500, 4.217], [-2.288, 5.448, 1.859], [-0.871, 5.963, 1.932], [0.006, 4.958, 1.447], [1.305, 5.225, 1.508], [1.805, 6.262, 1.862], [1.957, 4.139, 1.107], [3.385, 4.189, 1.009], [-2.569, 5.127, 0.853], [-3.006, 6.224, 2.130], [-2.462, 4.588, 2.513], [-0.632, 6.282, 2.948], [-0.812, 6.877, 1.331], [3.756, 4.595, 0.074], [3.679, 3.144, 1.062], [3.769, 4.713, 1.881], [-0.660, 8.499, -2.035], [-0.765, 7.290, -2.946], [-1.504, 6.289, -2.244], [-1.114, 5.029, -2.380], [-0.309, 4.614, -3.180], [-1.807, 4.283, -1.534], [-1.406, 2.916, -1.445], [-0.169, 9.322, -2.556], [-0.070, 8.259, -1.150], [-1.649, 8.831, -1.721], [0.240, 6.935, -3.173], [-1.268, 7.540, -3.879], [-1.748, 2.341, -2.310], [-1.814, 2.488, -0.536], [-0.319, 2.833, -1.456], [1.682, 0.926, -0.037], [0.746, 1.194, 1.121], [-0.581, 0.730, 0.754], [-0.883, -0.530, 1.033], [-0.124, -1.367, 1.455], [-2.168, -0.708, 0.754], [-2.668, -2.016, 0.945], [1.714, -0.124, -0.321], [2.688, 1.205, 0.289], [1.373, 1.517, -0.898], [0.575, 2.245, 1.332], [1.059, 0.705, 2.045], [-3.652, -2.124, 0.501], [-2.759, -2.296, 1.992], [-2.052, -2.753, 0.423], [1.285, -5.578, -5.167], [0.869, -4.129, -5.328], [1.668, -3.352, -4.422], [1.592, -2.036, -4.548], [0.944, -1.427, -5.361], [2.371, -1.483, -3.620], [2.280, -0.070, -3.497], [0.970, -6.162, -6.026], [0.812, -5.965, -4.259], [2.351, -5.670, -4.966], [-0.180, -3.970, -5.083], [1.068, -3.763, -6.336], [2.652, 0.434, -4.388], [2.944, 0.181, -2.672], [1.258, 0.262, -3.316], [4.310, -1.566, 3.680], [3.876, -0.150, 3.425], [4.732, 0.736, 4.152], [5.407, 1.693, 3.530], [5.371, 1.994, 2.366], [6.188, 2.284, 4.438], [7.233, 3.111, 3.935], [3.802, -2.284, 3.041], [4.132, -1.863, 4.714], [5.389, -1.587, 3.525], [2.841, 0.078, 3.712], [3.781, 0.109, 2.365], [6.890, 4.146, 3.889], [7.535, 2.812, 2.932], [8.073, 3.024, 4.617], [2.607, -9.096, 2.070], [3.016, -7.783, 2.691], [2.001, -6.770, 2.632], [1.800, -6.182, 1.461], [2.285, -6.506, 0.407], [0.957, -5.174, 1.645], [0.499, -4.507, 0.485], [3.264, -9.890, 2.424], [2.680, -9.039, 0.984], [1.577, -9.374, 2.294], [3.930, -7.397, 2.231], [3.249, -7.869, 3.751], [0.088, -5.192, -0.259], [1.273, -3.889, 0.025], [-0.299, -3.824, 0.762]],
  "forces_ev_per_a": [[-0.07, -0.57, 0.11], [0.00, 0.18, -0.69], [0.04, -0.03, 0.70], [0.01, -0.19, -0.92], [-0.11, 0.15, 0.23], [0.19, 0.48, 0.57], [-0.21, -0.04, 0.01], [-0.07, -0.11, -0.17], [0.17, -0.25, -0.09], [-0.12, 0.25, -0.03], [0.10, 0.13, 0.10], [0.03, 0.11, -0.16], [-0.03, -0.04, 0.04], [0.09, -0.08, 0.29], [0.79, -0.60, -0.29], [-0.51, -0.31, 1.14], [-0.35, -0.04, -0.60], [-0.03, 0.00, 0.21], [0.17, 0.05, 0.05], [0.05, 0.09, -0.11], [-0.02, -0.04, -0.06], [-0.01, -0.03, 0.08], [-0.02, 0.04, 0.04], [-0.10, 0.19, 0.11], [-0.14, 0.27, 0.02], [-0.13, 0.14, -0.10], [0.02, 0.07, -0.60], [0.26, 0.25, -0.09], [-0.68, 0.44, -0.11], [-1.05, 0.21, -0.61], [1.08, -0.35, -0.15], [-0.09, 0.24, -0.50], [-0.28, 0.05, 0.35], [-0.06, -0.54, 0.60], [0.00, 0.20, -0.11], [0.03, 0.17, -0.19], [0.08, 0.09, -0.23], [0.35, -0.16, 0.17], [0.02, -0.08, 0.12], [0.15, -0.10, 0.02], [0.36, 0.21, 0.46], [0.10, -0.41, 0.06], [-0.43, -0.22, 0.38], [-0.15, 0.17, -0.50], [0.00, 0.13, 0.00], [-0.08, 0.22, -0.04], [-0.05, -0.01, 0.11], [0.45, -0.13, -0.23], [-0.63, -0.04, 0.01], [0.50, 0.00, 0.16], [-0.03, -0.35, -0.15], [0.05, 0.40, 0.07], [-0.01, -0.15, 0.02], [0.01, 0.05, 0.03], [0.01, 0.05, 0.02], [0.04, -0.14, -0.02], [0.15, 0.03, 0.13], [0.16, 0.10, -0.76], [-0.70, 1.01, 0.29], [-0.19, -0.42, 0.04], [-0.35, -0.22, 0.01], [0.26, 0.29, 0.10], [-0.11, 0.00, 0.42], [0.27, -0.45, -0.46], [0.33, 0.06, 0.31], [0.15, -0.39, 0.19], [-0.16, 0.16, 0.03], [0.19, -0.55, 0.06], [0.18, -0.02, -0.22], [-0.23, 0.14, 0.11], [-0.11, 0.37, 0.08], [-0.06, 0.30, 0.88], [0.40, 0.12, 0.21], [0.06, -0.03, -0.55], [-0.22, -0.35, 0.22], [0.02, 0.95, 0.34], [0.17, -0.32, -0.19], [-0.01, -0.57, -0.14], [0.42, 0.46, -0.11], [-0.14, -0.07, 0.03], [-0.29, -0.02, -0.03], [-0.03, -0.03, -0.02], [0.10, -0.06, 0.09], [-0.17, 0.13, -0.02], [-0.24, -0.08, -0.06], [-0.14, -0.03, 0.13], [0.06, -0.10, 0.08], [-0.48, -0.59, -0.08], [-0.99, 1.01, 0.06], [-0.02, -0.32, 0.01], [0.37, 0.42, 0.07], [-0.08, -0.07, -0.05], [-0.17, -0.19, -0.66], [0.05, -0.51, 0.80], [0.27, 0.09, -0.09], [0.19, 0.12, 0.14], [0.24, 0.12, 0.05], [0.31, -0.36, 0.03], [0.35, -0.22, -0.18], [-0.23, 0.40, 0.04], [0.20, 0.06, 0.05], [0.23, 0.13, -0.17], [-0.15, -0.04, -0.08], [0.52, 0.58, 0.12], [-0.06, 0.01, 0.28], [-0.26, -0.25, -0.58], [0.18, 0.05, 0.15], [-0.08, 0.00, 0.40], [0.34, -0.50, -0.45], [-0.01, -0.03, -0.03], [-0.02, -0.01, 0.03], [0.01, 0.03, 0.02], [-0.14, -0.22, -0.11], [-0.11, -0.15, -0.01], [-0.21, 0.22, 0.08], [-0.04, 0.22, 0.04], [-0.05, 0.13, 0.25], [0.20, 0.32, 0.49], [-0.49, -0.40, -0.31], [-0.12, 0.27, 0.19], [0.26, -0.47, -0.72], [0.08, -0.10, -0.24], [-0.21, 0.35, -0.03], [-0.20, -1.33, -0.18], [-0.12, -0.09, 0.18], [0.01, 0.06, -0.30], [0.14, -0.01, 0.02], [0.26, 0.08, -0.15], [0.01, -0.15, -0.10], [0.09, 0.58, 0.01], [0.21, 0.19, 0.06], [0.18, 0.16, 0.18], [-0.36, 0.21, 0.92], [0.43, 0.10, -0.40], [0.10, -0.30, 0.32], [-0.12, 0.49, -0.21], [0.01, -0.12, 0.01], [-0.03, -0.36, 0.24], [0.36, 0.45, -0.17], [0.09, -0.12, -0.01], [-0.08, -0.20, -0.19], [0.11, 0.08, -0.47], [-0.05, 0.01, -0.12], [-0.15, -0.01, 0.01], [-0.06, -0.14, -0.10], [-0.17, 0.02, 0.13], [-0.01, -0.12, 0.10], [0.24, 0.06, 0.36], [-1.44, 0.53, -0.80], [-0.06, 0.05, 0.20], [0.36, 0.12, -0.03], [-0.29, -0.16, -0.19], [0.07, -0.37, 0.24], [-0.05, 0.40, -0.33], [0.02, 0.11, -0.19], [-0.04, 0.11, 0.03], [-0.02, -0.33, -0.17], [0.20, -0.31, 0.71], [0.98, -0.09, -0.04], [0.05, -0.01, 0.05], [-0.06, -0.11, 0.05], [-0.07, -0.02, 0.11], [-0.09, -0.11, -0.40], [0.48, 0.14, 0.12], [-0.02, 0.03, 0.32], [-0.15, 0.08, -0.21], [0.23, -0.05, -0.15], [-0.21, -0.09, 0.49], [-0.37, 0.58, -0.97], [0.01, -0.01, 0.00], [0.06, -0.02, 0.04], [0.03, 0.10, 0.28], [-0.14, -0.02, -0.19], [-0.30, -0.11, 0.04], [0.27, -0.19, 0.11], [0.17, -0.22, 0.09], [0.13, -0.10, 0.47]],
  "lowdin_charge": [-0.04, -0.19, 0.02, -0.42, 0.17, -0.53, 0.17, 0.15, 0.18, 0.06, 0.09, 0.07, 0.13, 0.11, -0.04, -0.21, 0.03, -0.40, 0.18, -0.54, 0.16, 0.17, 0.17, 0.07, 0.09, 0.08, 0.09, 0.10, -0.06, -0.16, 0.05, -0.41, 0.15, -0.54, 0.19, 0.17, 0.15, 0.08, 0.06, 0.07, 0.13, 0.11, -0.04, -0.18, 0.02, -0.61, 0.13, -0.02, -0.03, 0.06, 0.09, 0.06, 0.13, 0.13, 0.10, 0.08, 0.10, -0.07, -0.21, 0.04, -0.60, 0.14, 0.02, -0.02, 0.08, 0.08, 0.04, 0.12, 0.13, 0.10, 0.12, 0.07, -0.05, -0.22, 0.05, -0.61, 0.11, 0.02, -0.03, 0.08, 0.08, 0.08, 0.13, 0.11, 0.09, 0.09, 0.10, -0.05, -0.21, 0.04, -0.61, 0.14, -0.02, -0.01, 0.07, 0.09, 0.05, 0.13, 0.12, 0.08, 0.07, 0.10, -0.06, -0.21, 0.05, -0.59, 0.11, 0.02, 0.01, 0.08, 0.07, 0.08, 0.11, 0.13, 0.09, 0.08, 0.08, -0.04, -0.16, 0.01, -0.67, 0.11, 0.01, -0.03, 0.08, 0.07, 0.05, 0.11, 0.11, 0.07, 0.09, 0.09, -0.06, -0.20, 0.03, -0.60, 0.13, 0.01, -0.03, 0.08, 0.08, 0.08, 0.12, 0.13, 0.08, 0.09, 0.09, -0.05, -0.22, 0.05, -0.59, 0.11, 0.00, -0.04, 0.07, 0.08, 0.08, 0.12, 0.10, 0.10, 0.09, 0.09, -0.07, -0.21, 0.04, -0.61, 0.12, 0.02, -0.03, 0.08, 0.07, 0.08, 0.13, 0.12, 0.11, 0.09, 0.06],
  "multiplicity": 1,
  "smiles": "CCOC(=O)C(F)(F)F.CCOC(=O)C(F)(F)F.CCOC(=O)C(F)(F)F.CCOC(=O)OC.CCOC(=O)OC.CCOC(=O)OC.CCOC(=O)OC.CCOC(=O)OC.CCOC(=O)OC.CCOC(=O)OC.CCOC(=O)OC.CCOC(=O)OC",
  "total_energy_ev": -143215.4639,
  "de_lowest_kcal_mol": 0.0,
  "homo_ha": -0.3948,
  "lumo_ha": 0.020
}